Entry 1:
This record from OMol25 describes a structure of composition C6H7IS. The level of theory is ωB97M-V/def2-TZVPD.

Each line ends with the Mulliken charge.
Atoms and positions in Å:
C  -0.2765  1.1219  -1.5363  -0.4214
C  -0.5211  -0.2240  -1.8560  -0.0218
C  -0.3030  1.6632  -0.2940  0.3742
C  -0.0309  -1.6477  0.3550  -0.1876
C  -0.6823  -1.8067  1.5635  -0.4866
C  0.0509  2.0347  0.8351  -0.2990
S  -0.8180  -1.7523  -1.1873  -0.0143
I  3.1566  0.6413  0.4420  -0.5290
H  -0.0768  1.6982  -2.3504  0.4050
H  -0.6138  -0.3555  -2.9495  0.2428
H  0.9436  -2.1791  0.3596  0.3062
H  -1.6738  -1.3557  1.5862  0.2491
H  -0.1375  -2.2303  2.3987  0.2713
H  -0.2661  2.6796  1.6886  0.2936
H  1.2487  1.7123  0.9451  -0.1825

Computed properties:
max |F| = 4.79 eV Å⁻¹
E_HOMO (alpha / beta) = -0.2838 / -0.2839 hartree
ΔE to the lowest compared entry with this formula, charge and spin = 429.5 kJ/mol

Entry 2:
This record from OMol25 describes the molecule CH5N3. The level of theory is ωB97M-V/def2-TZVPD.

Each line ends with the Mulliken charge.
Atoms and positions in Å:
C  -1.0839  0.3961  -0.0170  -0.0690
H  1.4030  -0.5990  0.9469  0.2082
H  1.9120  -0.4378  -0.6357  0.2411
H  0.5857  1.4333  0.1352  0.2424
H  -1.6367  1.2876  0.2219  0.3285
H  -0.9053  -1.3605  -0.2877  0.3551
N  1.1374  -0.5736  -0.0345  -0.5210
N  0.2693  0.5604  -0.2415  -0.1935
N  -1.6814  -0.7066  -0.0875  -0.5917

Computed properties:
max |F| = 2.04 eV Å⁻¹
SMILES = [H]/N=C\NN
E_HOMO = -0.3423 hartree
ΔE to the lowest compared entry with this formula, charge and spin = 187.0 kJ/mol

Entry 3:
This record from OMol25 describes a structure of composition C30H41Ge2N6Ni. The level of theory is ωB97M-V/def2-TZVPD.

Each line ends with the Mulliken charge.
Atoms and positions in Å:
Ni  0.5130  0.8259  1.0233  1.0640
N  0.6849  2.4551  -0.2690  -0.1052
C  -0.4251  3.4251  -0.1264  -0.4370
C  -0.7506  3.6690  1.3472  -0.8324
N  -0.5698  2.4615  2.1874  -0.2012
C  0.1888  2.7423  3.4134  -0.9445
C  1.6599  2.9435  3.0716  -0.7460
N  2.1592  1.7547  2.3591  -0.4913
H  1.5675  2.8979  -0.0260  0.4304
H  0.7795  2.2069  -1.2470  -0.4093
H  -1.2759  3.0175  -0.6691  0.1514
H  -0.1763  4.3745  -0.6051  0.6324
H  -1.7744  4.0385  1.4245  0.4347
H  -0.1142  4.4639  1.7354  0.3897
H  -1.4837  2.1055  2.4407  0.2237
H  0.0757  1.8864  4.0833  0.4204
H  -0.1919  3.6201  3.9442  0.4674
H  2.2304  3.1586  3.9767  0.4846
H  1.7842  3.8072  2.4163  0.3527
H  2.3305  1.0144  3.0334  0.2785
H  3.0698  1.9611  1.9586  0.1746
C  -5.2124  0.7963  1.2396  -0.6899
C  -4.8616  -0.1932  2.1534  -0.6844
C  -3.5472  -0.6057  2.2739  -0.6181
C  -2.5766  -0.0084  1.4668  -0.6699
C  -2.9245  0.9739  0.5485  1.4546
C  -4.2452  1.3769  0.4323  -1.4396
N  -1.1960  -0.3864  1.5250  2.0715
N  -0.9701  -1.4305  2.1636  -0.9722
C  0.3877  -1.8104  2.2011  -0.1900
C  0.7021  -3.0507  2.7297  -0.8166
C  2.0339  -3.4294  2.7407  -0.4926
C  2.9845  -2.5507  2.2378  -1.0545
C  2.5729  -1.3288  1.7376  -0.0697
N  1.2889  -0.9597  1.7130  0.3817
H  -6.2440  1.1117  1.1590  0.4781
H  -5.6207  -0.6438  2.7781  0.4572
H  -3.2724  -1.3665  2.9885  0.5220
H  -2.1640  1.3776  -0.1036  -0.1017
H  -4.5194  2.1302  -0.2942  0.5145
H  -0.0888  -3.6817  3.1086  0.6151
H  2.3274  -4.3918  3.1371  0.4522
H  4.0355  -2.8036  2.2301  0.4823
H  3.2871  -0.6258  1.3285  0.5929
C  4.1816  -0.8373  -1.4401  -1.3500
Ge  2.5872  -0.1298  -2.3404  1.3450
C  3.0020  1.7719  -2.6065  -1.4042
C  2.2835  -1.0141  -4.0603  -1.1250
Ge  0.4091  -0.5910  -1.1931  -1.7971
C  0.1362  -2.4690  -0.7494  1.6292
C  1.2355  -3.3204  -0.8804  -0.1526
C  1.1237  -4.6815  -0.6307  -0.9397
C  -0.0938  -5.2134  -0.2344  -0.6395
C  -1.1970  -4.3798  -0.0906  -1.1229
C  -1.0823  -3.0228  -0.3450  0.2106
C  -1.0805  0.1489  -2.2099  1.0422
C  -0.8151  1.2326  -3.0569  -0.1873
C  -1.7937  1.7663  -3.8819  -0.9859
C  -3.0640  1.2087  -3.8876  -0.6799
C  -3.3393  0.1127  -3.0797  -0.7375
C  -2.3592  -0.4123  -2.2517  0.3077
H  4.9654  -0.9137  -2.1955  0.5115
H  4.0575  -1.8209  -0.9881  0.3808
H  4.5357  -0.1393  -0.6799  0.3798
H  3.8568  1.8021  -3.2848  0.5019
H  3.3202  2.2446  -1.6750  0.3537
H  2.2167  2.3729  -3.0656  0.4093
H  3.1665  -0.8872  -4.6873  0.4842
H  1.4259  -0.5793  -4.5746  0.3728
H  2.1007  -2.0807  -3.9299  0.3918
H  2.1996  -2.9304  -1.1948  0.0973
H  1.9843  -5.3252  -0.7578  0.4919
H  -0.1882  -6.2743  -0.0441  0.4362
H  -2.1507  -4.7918  0.2126  0.4858
H  -1.9572  -2.4019  -0.1985  -0.0424
H  0.1891  1.6418  -3.1326  0.0853
H  -1.5577  2.5939  -4.5380  0.4902
H  -3.8292  1.6074  -4.5400  0.4351
H  -4.3198  -0.3439  -3.1052  0.5050
H  -2.6082  -1.2733  -1.6496  0.2558

Computed properties:
max |F| = 0.29 eV Å⁻¹
2S+1 = 2
E_HOMO (alpha / beta) = -0.5237 / -0.4904 hartree
ΔE to the lowest compared entry with this formula, charge and spin = 79.9 kJ/mol
charge = +2
<S²> = 1.0778